1.
{"formula": "C31H48BClN2O28P", "method": "ωB97M-V with the def2-TZVPD basis set", "total_energy_ha": -4252.81735, "homo_lumo_gap_ev": 4.944, "multiplicity": 1, "largest_force_ev_per_a": 6.12, "total_charge": -1, "elements": ["C", "C", "P", "C", "C", "Cl", "C", "O", "O", "N", "C", "N", "B", "O", "O", "C", "H", "H", "H", "H", "H", "H", "H", "H", "H", "H", "H", "H", "H", "H", "H", "H", "C", "C", "O", "C", "O", "O", "H", "H", "H", "H", "C", "C", "O", "C", "O", "O", "H", "H", "H", "H", "C", "C", "O", "C", "O", "O", "H", "H", "H", "H", "C", "C", "O", "C", "O", "O", "H", "H", "H", "H", "C", "C", "O", "C", "O", "O", "H", "H", "H", "H", "C", "C", "O", "C", "O", "O", "H", "H", "H", "H", "C", "C", "O", "C", "O", "O", "H", "H", "H", "H", "C", "C", "O", "C", "O", "O", "H", "H", "H", "H"], "xyz": [[-4.7079, 1.0516, -1.1831], [-5.2692, 2.5582, -1.0128], [-4.5394, 3.6016, -2.4149], [-6.0628, 4.4351, -3.2530], [-3.4381, 5.0462, -1.7184], [-4.2035, 6.5989, -2.3208], [-1.9979, 4.8664, -2.4773], [-1.1005, 5.7697, -2.5042], [-1.7604, 3.6633, -3.1521], [-3.3549, 4.8762, -0.2431], [-3.5310, 6.1241, 0.5397], [-4.9812, 6.4427, 0.8338], [-2.1636, 4.0792, 0.1933], [-2.3531, 2.6352, 0.3635], [-0.8421, 4.5841, 0.4408], [0.1537, 3.7132, -0.2081], [-5.5815, 0.3819, -1.5347], [-3.8879, 0.9597, -1.9862], [-4.2646, 0.6134, -0.2141], [-5.1514, 2.9880, 0.0364], [-6.4124, 2.5137, -1.2078], [-6.8225, 3.6157, -3.5494], [-5.6888, 4.9997, -4.1673], [-6.5953, 5.0851, -2.4754], [-2.9525, 7.0335, 0.1462], [-3.0682, 5.9101, 1.5851], [-5.0778, 7.3974, 1.1995], [-5.3503, 5.7409, 1.5028], [-2.7533, 2.5670, 1.2701], [1.0467, 4.3434, -0.5821], [-0.2830, 3.1791, -1.1366], [0.5164, 2.8735, 0.4867], [-1.6524, 2.7208, 4.9310], [-2.3681, 1.4976, 5.4147], [-3.7356, 1.8055, 5.1732], [-3.7640, 2.7391, 4.1850], [-4.7593, 3.0974, 3.6209], [-2.5159, 3.2122, 3.9155], [-0.6655, 2.4932, 4.5252], [-1.5490, 3.4835, 5.7089], [-2.1006, 0.6066, 4.8436], [-2.1951, 1.3049, 6.4749], [1.9133, 7.7763, -4.6092], [0.7528, 8.3453, -3.8546], [1.3704, 9.2661, -2.9618], [2.5627, 9.6179, -3.5115], [3.2626, 10.5036, -3.1024], [2.8613, 8.8377, -4.5866], [1.6536, 7.5088, -5.6344], [2.3474, 6.9034, -4.1136], [0.0598, 8.8915, -4.5018], [0.1984, 7.5816, -3.3057], [-2.1633, -2.3439, 1.4381], [-1.0465, -1.4343, 1.0334], [-0.7974, -0.6873, 2.2165], [-1.2398, -1.4316, 3.2619], [-1.0291, -1.1613, 4.4172], [-1.9472, -2.5118, 2.8389], [-2.1271, -3.3017, 0.9223], [-3.1460, -1.8951, 1.2834], [-0.1385, -1.9802, 0.7630], [-1.3231, -0.7762, 0.2086], [2.6427, -0.5853, 4.4392], [3.6495, -1.6936, 4.3886], [3.2778, -2.4118, 3.2198], [2.5975, -1.5463, 2.4186], [2.2849, -1.7777, 1.2845], [2.3182, -0.3858, 3.0701], [3.0483, 0.3270, 4.8796], [1.7345, -0.8676, 4.9803], [4.6723, -1.3258, 4.2672], [3.6066, -2.3360, 5.2694], [-2.9202, -1.7133, -4.0189], [-1.5994, -2.2811, -3.6013], [-1.7025, -2.3276, -2.1841], [-3.0283, -2.3706, -1.8816], [-3.4642, -2.5827, -0.7825], [-3.7941, -2.1435, -2.9807], [-3.2497, -2.0919, -4.9868], [-2.9162, -0.6201, -4.0481], [-1.4415, -3.2960, -3.9769], [-0.7611, -1.6549, -3.9094], [7.1549, -5.1458, 2.1600], [5.9528, -5.6352, 2.9070], [6.0217, -4.9193, 4.1326], [6.7488, -3.7933, 3.8970], [6.8582, -2.8851, 4.6723], [7.3329, -3.8299, 2.6690], [6.9967, -5.1272, 1.0806], [8.0512, -5.7339, 2.3775], [5.0151, -5.3827, 2.4025], [5.9820, -6.7113, 3.0830], [0.3794, -4.1647, -7.6793], [-0.9511, -4.6283, -7.1681], [-1.4292, -3.5006, -6.4481], [-0.7997, -2.4047, -6.9584], [-1.0923, -1.2756, -6.6933], [0.2025, -2.7614, -7.8074], [0.6363, -4.6130, -8.6403], [1.1902, -4.3555, -6.9701], [-1.6536, -4.8563, -7.9751], [-0.8669, -5.4987, -6.5153], [5.9326, -9.9564, 3.9060], [7.0274, -10.8292, 4.4402], [8.1784, -10.3548, 3.7558], [7.9211, -9.0730, 3.3793], [8.7389, -8.3234, 2.9286], [6.6132, -8.7512, 3.5816], [5.1482, -9.7734, 4.6418], [5.4791, -10.3618, 2.9968], [7.1778, -10.7010, 5.5161], [6.8581, -11.8862, 4.2297]]}



2.
{"formula": "C31H48CdF3N7SSb", "method": "ωB97M-V with the def2-TZVPD basis set", "total_energy_ha": -2698.93437, "homo_lumo_gap_ev": 8.021, "multiplicity": 1, "largest_force_ev_per_a": 0.92, "total_charge": 1, "elements": ["Cd", "C", "N", "C", "C", "N", "N", "C", "N", "N", "H", "H", "H", "H", "H", "H", "H", "H", "H", "H", "H", "S", "C", "C", "C", "C", "C", "C", "C", "C", "C", "N", "H", "H", "H", "H", "H", "H", "C", "C", "C", "C", "Sb", "C", "C", "C", "C", "C", "C", "C", "C", "H", "H", "H", "H", "H", "H", "H", "H", "H", "H", "H", "H", "H", "H", "H", "H", "H", "H", "H", "H", "H", "H", "H", "H", "H", "H", "H", "F", "C", "F", "F", "C", "C", "C", "N", "C", "C", "H", "H", "H", "H"], "xyz": [[-0.1319, 1.5258, -0.5828], [-3.7659, 4.9140, -0.1731], [-4.2622, 3.5721, -0.4146], [-5.6061, 3.5706, -0.9485], [-3.3643, 2.5468, -0.5246], [-2.0944, 2.7007, -0.5419], [-3.9093, 1.2732, -0.5321], [-3.2561, 0.0614, -0.5455], [-4.0946, -1.0103, -0.4339], [-1.9837, -0.0463, -0.6132], [-4.5608, 5.4870, 0.3036], [-3.4883, 5.4193, -1.1045], [-2.9140, 4.8956, 0.5063], [-6.2374, 4.1765, -0.2996], [-6.0451, 2.5799, -1.0081], [-5.6201, 4.0096, -1.9509], [-1.7830, 3.6602, -0.6225], [-4.9078, 1.2142, -0.4092], [-5.0934, -0.9194, -0.5076], [-3.7196, -1.9376, -0.5602], [-1.6790, -1.0179, -0.6198], [4.1903, 3.2160, -0.5477], [4.2009, 1.5082, -0.5620], [2.9478, 0.9856, -0.6494], [1.9246, 1.9568, -0.7244], [2.4411, 3.2265, -0.6778], [1.7515, 4.4928, -0.7928], [2.4462, 5.6986, -0.6346], [1.7924, 6.8944, -0.8297], [0.4518, 6.8652, -1.1902], [-0.1599, 5.6293, -1.3063], [0.4459, 4.4672, -1.1007], [5.1365, 0.9892, -0.4946], [2.7612, -0.0728, -0.6817], [3.4912, 5.6714, -0.3710], [2.3142, 7.8301, -0.7167], [-0.0925, 7.7754, -1.3809], [-1.1983, 5.5693, -1.6115], [2.7626, -4.3706, -2.5779], [2.2479, -2.9429, -2.5860], [3.4232, -1.9782, -2.5284], [1.4627, -2.6770, -3.8621], [0.8236, -2.4123, -0.8663], [1.8893, -2.9872, 1.0758], [0.8456, -3.3075, 2.1343], [2.6486, -1.7444, 1.5181], [2.8389, -4.1598, 0.9204], [-0.8760, -3.9510, -1.0809], [-1.7676, -3.8800, 0.1557], [-0.4140, -5.3845, -1.2602], [-1.7007, -3.5223, -2.2902], [3.4023, -4.5259, -3.4483], [1.9507, -5.0875, -2.6374], [3.3551, -4.5863, -1.6939], [4.1411, -2.2378, -3.3076], [3.9432, -2.0278, -1.5728], [3.0976, -0.9550, -2.7092], [2.1293, -2.7135, -4.7233], [0.9938, -1.6919, -3.8477], [0.6925, -3.4275, -4.0117], [0.0730, -2.5374, 2.1816], [1.3186, -3.3627, 3.1161], [0.3878, -4.2738, 1.9439], [1.9824, -0.8810, 1.5925], [3.4610, -1.5068, 0.8355], [3.0833, -1.9130, 2.5028], [2.3268, -5.0359, 0.5239], [3.2576, -4.4299, 1.8909], [3.6705, -3.9061, 0.2669], [-1.3171, -4.4001, 0.9926], [-2.7207, -4.3753, -0.0475], [-1.9702, -2.8542, 0.4675], [0.2764, -5.6805, -0.4744], [0.0664, -5.5242, -2.2231], [-1.2728, -6.0567, -1.2218], [-1.9684, -2.4659, -2.2470], [-2.6184, -4.1099, -2.3407], [-1.1598, -3.6859, -3.2161], [-1.3101, 1.1203, 6.7911], [-0.0635, 1.1404, 6.2969], [0.5858, 2.1358, 6.9038], [0.5232, -0.0048, 6.6785], [-0.0697, 1.2778, 4.7893], [0.7713, 2.1713, 4.1415], [0.7120, 2.2365, 2.7548], [-0.1010, 1.4821, 2.0262], [-0.8935, 0.6238, 2.6566], [-0.9223, 0.4811, 4.0348], [1.4482, 2.8016, 4.6987], [1.3458, 2.9240, 2.2066], [-1.5355, 0.0254, 2.0234], [-1.5873, -0.2249, 4.5094]]}



3.
{"formula": "C31H48N2O3", "method": "ωB97M-V with the def2-TZVPD basis set", "total_energy_ha": -1544.78092, "homo_lumo_gap_ev": 7.516, "smiles": "CC[N+](C)(CC)CCCCOc1ccc2c(c1)C(=O)c1cc(OCCCC[N+](C)(CC)CC)ccc1-2", "multiplicity": 1, "largest_force_ev_per_a": 0.88, "total_charge": 2, "elements": ["C", "C", "H", "H", "N", "C", "H", "H", "H", "C", "C", "H", "H", "C", "H", "H", "C", "H", "O", "C", "C", "C", "C", "C", "C", "H", "H", "C", "C", "C", "C", "C", "C", "C", "O", "H", "O", "C", "C", "H", "H", "C", "C", "H", "H", "N", "C", "H", "H", "H", "C", "C", "H", "H", "H", "H", "H", "C", "C", "H", "H", "H", "H", "H", "H", "H", "H", "H", "H", "H", "H", "H", "H", "H", "C", "C", "H", "H", "H", "H", "H", "H", "H", "H"], "xyz": [[-8.3647, 0.3012, -2.7655], [-7.4940, 0.2940, -1.5170], [-6.9324, 1.2273, -1.4516], [-6.7719, -0.5160, -1.6221], [-8.1954, 0.1088, -0.2024], [-9.4192, -0.7004, -0.3332], [-10.1717, -0.1643, -0.9042], [-9.2015, -1.6383, -0.8363], [-9.8200, -0.9152, 0.6559], [-7.2488, -0.5617, 0.7477], [-6.9883, -2.0493, 0.5063], [-7.8571, -2.6394, 0.7989], [-6.7749, -2.2588, -0.5430], [-5.7928, -2.5183, 1.3443], [-5.8924, -2.1541, 2.3673], [-5.7980, -3.6077, 1.3735], [-4.4323, -2.0880, 0.7979], [-3.6509, -2.6178, 1.3538], [-4.2704, -0.6874, 0.9625], [-3.0099, -0.1613, 0.8680], [-1.9029, -0.8557, 0.3781], [-0.6913, -0.1962, 0.3401], [-0.5494, 1.1330, 0.7718], [-1.6529, 1.8180, 1.2430], [-2.8742, 1.1631, 1.2860], [-3.7486, 1.6713, 1.6626], [-1.5767, 2.8395, 1.5807], [0.8491, 1.5266, 0.6079], [1.5207, 2.6979, 0.8838], [2.8845, 2.7819, 0.6124], [3.5710, 1.7089, 0.0577], [2.8943, 0.5126, -0.2181], [1.5522, 0.4361, 0.0631], [0.6242, -0.7119, -0.1233], [0.8886, -1.8132, -0.5421], [3.4169, -0.3247, -0.6535], [4.9035, 1.7028, -0.2492], [5.6699, 2.8782, -0.0397], [7.0604, 2.6995, -0.6489], [6.9696, 2.5845, -1.7295], [7.6121, 3.6192, -0.4567], [7.8389, 1.5121, -0.0656], [7.4079, 0.2234, -0.7703], [7.8569, 0.1985, -1.7655], [6.3246, 0.2616, -0.8765], [7.7481, -1.0593, -0.0851], [7.0389, -1.1419, 1.2068], [6.0218, -0.7722, 1.0979], [7.0045, -2.1719, 1.5537], [7.5481, -0.5419, 1.9571], [9.2280, -1.1196, 0.1290], [9.7542, -2.3839, 0.7916], [9.2914, -2.5670, 1.7567], [10.8190, -2.2468, 0.9631], [9.6425, -3.2642, 0.1660], [9.4982, -0.2648, 0.7497], [9.7054, -0.9983, -0.8457], [7.3343, -2.1977, -0.9649], [5.8583, -2.2502, -1.3290], [5.5521, -1.4177, -1.9553], [5.2197, -2.2988, -0.4519], [5.6921, -3.1603, -1.9005], [7.9294, -2.1401, -1.8788], [7.5939, -3.1202, -0.4452], [8.9044, 1.6932, -0.2089], [7.6370, 1.4657, 1.0041], [5.1844, 3.7363, -0.5180], [5.7523, 3.0754, 1.0378], [3.3970, 3.7024, 0.8407], [1.0114, 3.5492, 1.3072], [-1.9610, -1.8743, 0.0295], [-4.3459, -2.3528, -0.2650], [-7.6527, -0.4500, 1.7560], [-6.2956, -0.0310, 0.7040], [-8.5334, 1.4317, 0.4179], [-9.3404, 2.4002, -0.4311], [-9.5480, 3.2749, 0.1810], [-10.2982, 1.9907, -0.7378], [-8.7936, 2.7402, -1.3049], [-7.5902, 1.9085, 0.6941], [-9.0891, 1.2228, 1.3345], [-8.8184, -0.6673, -2.9528], [-7.7194, 0.5249, -3.6119], [-9.1430, 1.0554, -2.7411]]}



4.
{"formula": "C31H48O3P2Yb", "method": "ωB97M-V with the def2-TZVPD basis set", "total_energy_ha": -3277.02135, "homo_lumo_gap_ev": [8.088, 7.766], "multiplicity": 2, "largest_force_ev_per_a": 2.45, "s2": 0.75, "total_charge": 1, "elements": ["Yb", "C", "C", "C", "C", "C", "C", "H", "H", "H", "C", "H", "H", "H", "C", "H", "H", "H", "C", "H", "H", "H", "C", "H", "H", "H", "C", "C", "C", "C", "C", "C", "C", "C", "H", "H", "H", "H", "H", "H", "H", "H", "H", "H", "H", "H", "P", "P", "C", "C", "H", "H", "H", "H", "C", "H", "H", "H", "C", "H", "H", "H", "C", "H", "H", "H", "C", "H", "H", "H", "O", "C", "C", "C", "C", "C", "C", "C", "O", "O", "H", "H", "H", "H", "H"], "xyz": [[-0.2040, 0.3350, -0.0486], [-0.9217, -1.9722, 1.0226], [0.4305, -2.0449, 0.5621], [0.3570, -0.6337, 2.3838], [-0.9621, -1.0935, 2.1371], [1.2222, -1.2180, 1.4185], [-2.0852, -2.7257, 0.4852], [-1.8749, -3.1379, -0.5082], [-2.9726, -2.0782, 0.4033], [-2.3544, -3.5669, 1.1495], [-2.1455, -0.7713, 2.9696], [-3.0002, -1.3928, 2.6887], [-2.4432, 0.2857, 2.8638], [-1.9274, -0.9503, 4.0362], [0.7703, 0.1843, 3.5493], [0.9908, -0.4542, 4.4252], [-0.0271, 0.8805, 3.8496], [1.6806, 0.7612, 3.3322], [2.6741, -0.9311, 1.2882], [3.2688, -1.5170, 2.0053], [2.8785, 0.1314, 1.4863], [3.0407, -1.1686, 0.2824], [0.9192, -2.7945, -0.6233], [1.3589, -3.7663, -0.3473], [1.6934, -2.2202, -1.1508], [0.1045, -2.9879, -1.3299], [-1.8794, 1.1394, -6.0997], [-1.9901, -0.1926, -6.2660], [-1.2159, -0.9728, -7.2869], [0.2504, -0.5191, -7.4824], [0.9290, 0.0811, -6.2835], [1.1240, 1.4029, -6.0884], [0.2718, 2.4791, -6.6931], [-1.1955, 2.0918, -7.0210], [-1.7272, -0.9244, -8.2610], [0.3067, 0.1547, -8.3558], [-1.2260, -2.0376, -7.0100], [-1.2688, 1.7613, -8.0707], [-2.5195, 1.6315, -5.3613], [-2.8394, -0.7294, -5.8177], [-1.7739, 3.0293, -6.9560], [0.2619, 3.3351, -5.9983], [2.0335, 1.7601, -5.5810], [0.7378, 2.8536, -7.6166], [0.8218, -1.4233, -7.7524], [1.4224, -0.6520, -5.6334], [-1.2983, 0.0196, -2.5613], [1.9121, 1.3630, -1.8527], [-0.4267, 1.3391, -3.5202], [0.6728, 2.2299, -2.9161], [-1.2006, 1.9988, -3.9477], [-0.0403, 0.7477, -4.3581], [1.2070, 2.7261, -3.7369], [0.2011, 3.0181, -2.3092], [2.7623, 2.7794, -1.0710], [3.3758, 2.3947, -0.2374], [2.0276, 3.4801, -0.6485], [3.4137, 3.2975, -1.7903], [3.1343, 0.7330, -3.0526], [3.5656, 1.5538, -3.6432], [2.6692, -0.0096, -3.7178], [3.9328, 0.2262, -2.4826], [-3.0208, 0.5657, -2.7622], [-3.6982, -0.2717, -2.5545], [-3.1592, 0.9254, -3.7902], [-3.2103, 1.3778, -2.0401], [-1.0774, -1.5236, -3.5198], [-0.1024, -1.9791, -3.2952], [-1.1521, -1.3528, -4.5995], [-1.8692, -2.2212, -3.2048], [1.0613, 3.6306, 3.0568], [-0.2264, 4.0026, 3.1854], [-0.5479, 4.9648, 4.1510], [-1.8804, 5.2578, 4.4207], [-2.9113, 4.5970, 3.7391], [-2.6089, 3.6685, 2.7412], [-1.2750, 3.4307, 2.4070], [-0.9361, 2.4660, 1.3645], [-1.8397, 1.7888, 0.7673], [0.3304, 2.2755, 1.0939], [1.0402, 3.0195, 2.2394], [0.2718, 5.4553, 4.6694], [-2.1190, 6.0255, 5.1558], [-3.9512, 4.7954, 3.9731], [-3.3557, 3.1203, 2.1653]]}